ORCA calculation (wB97M-V/def2-TZVPD) on a structure of composition C38H70FeN10O14 at a distorted geometry.

Properties
Multiplicity: 5
Frontier orbital gap (alpha / beta) (eV): 5.1 / 5.2
E_LUMO (alpha / beta) (eV): -2.049 / -1.871

Geometry as XYZ:
```
133
Properties=species:S:1:pos:R:3:lowdin_spin:R:1
Fe 2.631 0.559 1.038 3.90
O 1.501 -0.883 -1.158 0.09
C 0.201 -1.345 -0.952 0.00
C -0.817 -0.397 -0.170 0.01
O -0.336 0.486 0.868 -0.01
H 0.147 -2.140 -0.209 0.00
H -0.186 -1.732 -1.895 0.00
H -1.627 -0.966 0.286 0.00
H -1.322 0.268 -0.871 0.00
C -3.019 4.623 3.176 0.00
O -2.562 5.271 4.102 0.00
N -4.002 5.031 2.338 0.00
C -4.506 4.112 1.378 0.00
C -4.571 6.351 2.251 0.00
H -2.581 3.662 2.866 0.00
H -4.059 3.120 1.313 0.00
H -4.291 4.494 0.380 0.00
H -5.568 3.881 1.465 0.00
H -4.373 6.800 1.278 0.00
H -5.660 6.388 2.262 0.00
H -4.186 6.954 3.073 0.00
C 3.657 -2.873 4.038 0.00
O 3.044 -2.198 3.212 0.01
N 4.313 -4.069 3.799 0.00
C 5.132 -4.596 4.956 0.00
C 4.271 -4.899 2.606 0.00
H 3.763 -2.533 5.080 0.00
H 6.114 -4.700 4.494 0.00
H 4.829 -5.624 5.154 0.00
H 5.189 -3.975 5.850 0.00
H 3.868 -5.890 2.813 0.00
H 3.683 -4.463 1.799 0.00
H 5.291 -5.005 2.237 0.00
C -1.614 -0.802 5.904 0.00
O -0.860 -0.447 6.779 0.00
N -2.913 -1.080 6.169 0.00
C -3.350 -1.144 7.588 0.00
C -3.861 -1.199 5.129 0.00
H -1.336 -0.868 4.840 0.00
H -3.937 -2.063 7.599 0.00
H -3.969 -0.303 7.899 0.00
H -2.621 -1.228 8.394 0.00
H -3.509 -0.639 4.262 0.00
H -3.909 -2.257 4.870 0.00
H -4.783 -0.686 5.404 0.00
C 7.008 -0.863 0.952 0.00
O 6.041 -0.110 0.852 0.00
N 7.394 -1.630 -0.055 0.00
C 8.503 -2.540 0.143 0.00
C 6.768 -1.620 -1.368 0.00
H 7.694 -0.946 1.808 0.00
H 9.361 -2.264 -0.470 0.00
H 8.316 -3.583 -0.109 0.00
H 8.795 -2.610 1.191 0.00
H 6.123 -0.747 -1.469 0.00
H 7.549 -1.522 -2.122 0.00
H 6.041 -2.432 -1.375 0.00
C 2.398 2.947 5.111 0.00
O 3.074 2.514 4.176 0.01
N 2.922 3.380 6.243 0.00
C 2.093 3.718 7.421 0.00
C 4.377 3.389 6.507 0.00
H 1.308 2.793 5.107 0.00
H 1.319 2.960 7.545 0.00
H 1.644 4.699 7.265 0.00
H 2.579 3.747 8.396 0.00
H 4.564 4.374 6.934 0.00
H 4.745 2.682 7.251 0.00
H 5.034 3.378 5.637 0.00
C -0.378 6.345 -0.279 0.00
O -1.308 6.668 -1.047 0.00
N 0.456 7.240 0.376 0.00
C 0.407 8.695 0.225 0.00
C 1.496 6.883 1.329 0.00
H -0.192 5.312 0.055 0.00
H 0.070 9.264 1.092 0.00
H -0.346 8.978 -0.511 0.00
H 1.371 9.056 -0.133 0.00
H 1.336 5.882 1.731 0.00
H 2.466 6.836 0.835 0.00
H 1.517 7.579 2.168 0.00
C -6.901 -0.856 -0.204 0.00
O -7.149 0.232 -0.818 0.00
N -6.182 -1.846 -0.781 0.00
C -6.105 -3.118 -0.174 0.00
C -5.583 -1.717 -2.144 0.00
H -7.264 -1.115 0.802 0.00
H -5.132 -3.600 -0.261 0.00
H -6.854 -3.803 -0.573 0.00
H -6.251 -3.087 0.906 0.00
H -5.705 -0.689 -2.486 0.00
H -4.498 -1.802 -2.206 0.00
H -6.106 -2.404 -2.809 0.00
C 3.557 0.813 -5.824 0.00
O 4.017 1.893 -6.226 0.00
N 3.913 -0.361 -6.342 0.00
C 3.446 -1.612 -5.704 0.00
C 5.052 -0.536 -7.215 0.00
H 2.832 0.717 -5.001 0.00
H 4.000 -1.642 -4.766 0.00
H 3.685 -2.457 -6.349 0.00
H 2.363 -1.527 -5.614 0.00
H 4.745 -1.026 -8.139 0.00
H 5.345 0.486 -7.458 0.00
H 5.833 -1.131 -6.743 0.00
C -2.772 -7.299 -1.228 0.00
C -3.714 -8.220 -1.534 0.00
C -4.198 -8.229 -2.870 0.00
C -3.783 -7.281 -3.792 0.00
C -2.816 -6.371 -3.417 0.00
C -2.245 -6.411 -2.150 0.00
N -4.395 -7.145 -5.106 0.00
O -5.284 -7.905 -5.463 0.00
O -4.122 -6.168 -5.795 0.00
H -2.311 -7.270 -0.252 0.00
H -4.036 -8.995 -0.854 0.00
H -4.971 -8.931 -3.146 0.00
H -2.574 -5.621 -4.156 0.00
H -1.583 -5.624 -1.820 0.00
C -1.632 0.598 -5.968 0.00
C -1.291 1.856 -5.367 0.00
C -1.460 3.073 -6.087 0.00
C -1.957 3.074 -7.449 0.00
C -2.226 1.827 -7.967 0.00
C -2.124 0.664 -7.245 0.00
N -2.201 4.299 -8.205 0.00
O -1.995 5.408 -7.673 0.00
O -2.528 4.134 -9.377 0.00
H -1.468 -0.313 -5.411 0.00
H -0.915 1.912 -4.356 0.00
H -1.147 4.021 -5.675 0.00
H -2.650 1.908 -8.957 0.00
H -2.512 -0.256 -7.657 0.00
```

=====

ORCA calculation (wB97M-V/def2-TZVPD) on a cluster of 5 separate species, C38H71BrIN3OS in total at a distorted geometry.

Properties
SMILES: CCCCNc1c(CC(=O)I)c(Br)c2nccnc2c1S.CCCCCC.CCCCCC.CCCCCC.CCCCCC
Multiplicity: 1
Frontier orbital gap (eV): 7.5
E_LUMO (eV): -1.067

Geometry as XYZ:
```
116
Properties=species:S:1:pos:R:3:lowdin_charge:R:1
C 1.664 0.965 6.288 -0.12
C 1.044 0.044 5.164 -0.26
C -0.236 0.693 4.454 -0.18
C -1.346 0.849 5.586 -0.22
N -2.684 0.412 5.122 -0.04
C -3.765 1.085 5.798 -0.20
C -4.258 0.686 7.179 -0.15
C -3.606 -0.476 7.974 -0.18
C -3.507 -1.831 7.187 -0.80
O -4.341 -2.272 6.467 0.03
I -1.650 -2.969 7.511 0.75
C -5.372 1.448 7.717 -0.45
Br -6.118 0.967 9.477 0.72
C -6.011 2.613 7.002 -0.23
N -7.047 3.262 7.660 0.07
C -7.527 4.320 6.962 -0.10
C -7.026 4.695 5.619 -0.08
N -6.024 4.055 4.899 0.10
C -5.528 3.014 5.667 -0.23
C -4.383 2.209 5.084 -0.41
S -3.728 2.688 3.457 0.74
H 2.183 0.285 7.024 0.08
H 0.915 1.553 6.879 0.06
H 2.359 1.688 5.790 0.07
H 0.734 -0.977 5.526 0.09
H 1.822 -0.081 4.364 0.10
H 0.054 1.700 4.051 0.11
H -0.599 0.079 3.588 0.10
H -1.426 1.955 5.794 0.13
H -1.018 0.374 6.559 0.09
H -2.794 -0.603 5.123 0.10
H -4.072 -0.687 8.971 0.08
H -2.542 -0.156 8.195 0.10
H -8.341 4.933 7.421 0.11
H -7.502 5.588 5.128 0.11
H -4.049 1.752 2.505 -0.12
C -12.497 1.575 1.467 -0.11
C -11.798 0.822 2.593 -0.27
C -11.770 1.594 3.912 -0.23
C -11.007 2.920 3.879 -0.23
C -9.544 2.821 3.448 -0.26
C -8.694 1.975 4.387 -0.11
H -11.976 2.502 1.218 0.07
H -12.526 0.961 0.564 0.07
H -13.526 1.821 1.742 0.07
H -10.783 0.556 2.283 0.10
H -12.326 -0.122 2.758 0.10
H -11.344 0.948 4.687 0.10
H -12.800 1.796 4.227 0.11
H -11.054 3.369 4.877 0.11
H -11.523 3.619 3.213 0.10
H -9.125 3.832 3.416 0.10
H -9.470 2.427 2.430 0.10
H -8.721 2.371 5.405 0.06
H -7.654 1.976 4.052 0.06
H -9.041 0.939 4.407 0.07
C -0.924 2.591 0.161 -0.11
C -0.766 1.095 0.408 -0.27
C 0.680 0.612 0.301 -0.23
C 1.329 0.788 -1.073 -0.23
C 0.599 0.110 -2.232 -0.26
C 0.524 -1.405 -2.095 -0.11
H -0.631 2.866 -0.855 0.07
H -1.967 2.886 0.294 0.06
H -0.317 3.169 0.862 0.08
H -1.408 0.539 -0.281 0.10
H -1.130 0.872 1.416 0.08
H 0.719 -0.444 0.589 0.10
H 1.288 1.145 1.041 0.11
H 2.353 0.400 -1.023 0.11
H 1.426 1.856 -1.295 0.10
H 1.130 0.349 -3.160 0.09
H -0.409 0.520 -2.342 0.10
H 1.523 -1.840 -2.021 0.06
H 0.032 -1.838 -2.969 0.07
H -0.048 -1.703 -1.214 0.07
C 2.880 -1.789 -5.316 -0.11
C 3.854 -2.072 -4.179 -0.27
C 4.943 -1.009 -4.035 -0.23
C 5.876 -0.861 -5.239 -0.23
C 6.617 -2.133 -5.652 -0.27
C 7.553 -2.664 -4.572 -0.11
H 3.381 -1.794 -6.287 0.07
H 2.101 -2.555 -5.343 0.07
H 2.396 -0.819 -5.183 0.07
H 4.299 -3.062 -4.314 0.10
H 3.289 -2.115 -3.244 0.08
H 5.535 -1.232 -3.141 0.10
H 4.469 -0.039 -3.845 0.11
H 6.610 -0.080 -5.012 0.11
H 5.305 -0.493 -6.098 0.10
H 7.209 -1.912 -6.546 0.09
H 5.906 -2.914 -5.939 0.10
H 8.295 -1.911 -4.295 0.08
H 8.086 -3.545 -4.936 0.06
H 7.007 -2.957 -3.673 0.07
C 9.372 -2.154 -10.507 -0.11
C 9.201 -2.968 -9.230 -0.27
C 9.860 -2.327 -8.009 -0.24
C 11.379 -2.163 -8.094 -0.23
C 12.162 -3.454 -8.332 -0.27
C 12.001 -4.474 -7.211 -0.11
H 10.423 -2.067 -10.792 0.07
H 8.846 -2.635 -11.335 0.07
H 8.963 -1.148 -10.387 0.08
H 9.585 -3.980 -9.385 0.10
H 8.130 -3.073 -9.028 0.10
H 9.606 -2.918 -7.123 0.09
H 9.415 -1.338 -7.845 0.11
H 11.728 -1.702 -7.163 0.11
H 11.624 -1.452 -8.889 0.10
H 13.223 -3.202 -8.422 0.10
H 11.873 -3.907 -9.285 0.10
H 12.319 -4.054 -6.253 0.07
H 12.614 -5.355 -7.412 0.07
H 10.966 -4.808 -7.114 0.06
```

=====

| no. | electronic energy (a.u.) |
| --- | --- |
| 1 | -4353.976336 |
| 2 | -4999.833529 |